ORCA calculation (wB97M-V/def2-TZVPD) on a cluster of 5 separate species, C20H30O15 in total in a non-equilibrium geometry.

XYZ file:
```
65
Properties=species:S:1:pos:R:3
O 2.64 3.24 -4.20
O -4.32 -2.93 -1.14
O -4.08 -1.94 0.91
O 3.97 -4.75 -2.01
O -4.15 2.43 2.26
O -6.02 2.76 3.25
O -4.93 -0.76 -0.94
O 3.43 5.18 -5.06
O 3.47 -3.64 -0.10
O 1.26 -1.33 0.76
O 2.57 0.15 -0.45
O 0.88 0.85 0.98
O -4.61 1.37 4.27
O 2.26 -5.43 -0.66
O 4.31 4.27 -3.15
C -5.98 3.66 2.16
C -1.91 -3.50 -0.87
C 4.60 -2.88 -0.65
C 3.30 3.87 -0.94
C 1.64 -0.14 0.32
C -1.31 0.72 2.02
C 3.91 3.26 -2.25
C -4.45 -1.79 -0.42
C 3.17 -4.69 -0.89
C -4.42 3.43 0.17
C -3.38 -3.72 -0.48
C 5.06 -3.89 -1.67
C -4.90 2.10 3.30
C 3.48 4.34 -4.20
C 5.64 -2.56 0.51
C 0.24 -1.21 1.80
C -3.55 -3.28 1.05
C -4.60 3.56 1.65
C 0.14 0.26 2.01
C 3.05 2.40 -3.12
H -4.80 2.45 -0.10
H 0.53 -1.82 2.66
H 2.24 2.01 -2.51
H -3.93 4.31 2.08
H -1.76 0.60 1.03
H 3.78 4.82 -0.71
H -1.44 1.72 2.43
H -6.21 4.69 2.40
H 5.35 -3.29 -2.53
H -6.66 3.32 1.38
H -1.88 0.16 2.76
H -1.54 -2.61 -0.37
H 6.63 -2.95 0.26
H 2.21 3.90 -0.92
H -4.26 -4.03 1.40
H -1.30 -4.34 -0.54
H -1.84 -3.32 -1.94
H -0.68 -1.57 1.35
H 3.44 3.27 -0.04
H 5.30 -3.11 1.39
H -3.36 3.33 -0.06
H 4.26 -1.98 -1.17
H -4.89 4.21 -0.43
H 0.53 0.35 3.02
H -3.74 -4.74 -0.65
H 3.67 1.52 -3.26
H 4.85 2.76 -2.04
H 5.69 -1.49 0.66
H -2.62 -3.29 1.62
H 6.02 -4.30 -1.38
```

HOMO-LUMO gap (alpha / beta) (eV): 7.8 / 1.7
Net charge: +1
Multiplicity: 2
Energy relative to the best compared isomer or geometry (same formula, charge and spin) (kJ/mol): 0.0
HOMO energy (alpha / beta) (eV): -12.2 / -12.2

Mulliken population analysis, charges in e, atoms 1 to 4: atom 1 (O): -0.36, atom 2 (O): -0.35, atom 3 (O): -0.27, atom 4 (O): -0.31